Computed, not measured: a structure of composition C32H34BrF2N4OTi at a distorted geometry, with ωB97M-V with the def2-TZVPD basis set.

Summary:
* ΔE to the lowest compared entry with this formula, charge and spin: 0.901 eV
* multiplicity: 3
* DFT total energy: -140335.5692 eV
* HOMO energy (alpha / beta): -1.7 / -4.8 eV
* frontier orbital gap (alpha / beta): 4.10 / 7.19 eV
* LUMO (alpha / beta): 2.4 / 2.4 eV
* charge: -1

XYZ file:
```
75
Properties=species:S:1:pos:R:3:lowdin_spin:R:1
Ti 0.266 -0.222 0.994 1.018
O 1.422 2.275 0.851 0.013
C 0.730 3.125 -0.024 0.003
C -0.759 2.873 -0.083 0.010
C -1.646 3.939 -0.188 0.001
C -2.994 3.688 -0.334 0.015
C -3.413 2.374 -0.383 0.001
C -2.465 1.369 -0.257 0.013
N -1.164 1.604 -0.093 0.014
H 1.557 1.369 0.459 0.005
H 1.135 3.054 -1.041 0.001
H 0.894 4.146 0.321 0.001
H -1.265 4.952 -0.150 0.000
H -3.705 4.503 -0.404 0.001
H -4.456 2.113 -0.500 0.000
H -2.761 0.328 -0.275 0.001
C -0.961 2.256 4.369 0.035
C -2.174 1.637 4.773 0.219
C -2.644 0.597 3.977 0.010
C -1.953 0.155 2.865 0.154
N -0.691 0.689 2.531 0.182
C -0.284 1.779 3.292 0.102
C -2.450 -0.893 1.963 0.017
C -3.751 -1.400 2.072 0.032
C -4.196 -2.408 1.230 0.009
C -3.323 -2.936 0.285 0.040
C -2.040 -2.404 0.172 0.006
C -1.564 -1.340 0.952 0.027
H -0.549 3.099 4.910 -0.002
H -2.718 1.965 5.650 0.018
H -3.579 0.113 4.230 -0.005
H 0.637 2.248 2.984 0.006
H -4.434 -1.005 2.816 0.001
H -5.207 -2.791 1.324 -0.001
H -3.635 -3.760 -0.350 0.003
H -1.371 -2.885 -0.539 -0.001
Br 2.464 0.116 3.470 0.023
C 3.793 -0.687 2.390 0.001
C 4.870 -1.180 3.063 0.001
C 5.951 -1.739 2.348 0.000
C 5.921 -1.730 0.990 0.001
C 4.815 -1.196 0.283 0.000
C 4.875 -1.119 -1.133 0.002
C 3.861 -0.526 -1.807 0.000
C 2.707 -0.089 -1.111 0.004
C 2.497 -0.224 0.247 0.004
C 3.663 -0.697 0.967 0.004
H 4.889 -1.129 4.144 0.000
H 6.802 -2.143 2.884 0.000
H 6.757 -2.120 0.417 0.000
H 5.749 -1.507 -1.645 0.000
H 3.914 -0.411 -2.885 0.000
H 1.935 0.358 -1.723 0.001
F 0.971 -2.905 0.405 0.001
C 0.957 -2.155 1.647 -0.003
F 0.125 -2.912 2.481 0.002
H 1.938 -2.378 2.064 0.002
C -0.883 0.929 -4.761 0.000
C -0.750 -0.292 -3.857 0.000
C -2.129 -0.925 -3.639 0.000
C 0.198 -1.304 -4.489 0.000
N -0.147 0.210 -2.609 0.001
N -0.147 -0.699 -1.516 0.005
H -1.208 0.635 -5.761 0.000
H 0.077 1.445 -4.841 0.000
H -1.620 1.632 -4.357 0.000
H -2.607 -1.135 -4.601 0.000
H -2.781 -0.249 -3.076 0.000
H -2.065 -1.867 -3.090 0.000
H -0.192 -1.647 -5.451 0.000
H 0.324 -2.180 -3.850 0.000
H 1.180 -0.850 -4.644 0.000
H -0.665 1.022 -2.293 0.000
H 0.528 -1.439 -1.683 0.000
H -1.060 -1.119 -1.381 0.001
```

---

Computed, not measured: a cluster of 9 separate species, C32H34Cl5N6O4 in total at a distorted geometry, with ωB97M-V with the def2-TZVPD basis set.

Summary:
* ΔE to the lowest compared entry with this formula, charge and spin: 0.000 eV
* DFT total energy: -113469.2250 eV
* HOMO energy: -5.6 eV
* frontier orbital gap: 7.63 eV
* LUMO: 2.1 eV
* charge: -1

XYZ file:
```
81
Properties=species:S:1:pos:R:3:lowdin_charge:R:1
Cl 0.097 -0.330 -0.956 0.591
O -0.882 -0.424 0.133 -0.421
O 1.350 0.085 -0.381 -0.401
O 0.266 -1.649 -1.454 -0.389
O -0.434 0.562 -1.937 -0.380
N -1.227 5.616 -9.138 0.059
C -0.567 5.738 -7.935 -0.139
C 0.458 6.651 -7.729 -0.071
C 0.811 7.609 -8.723 -0.080
C 0.146 7.490 -9.902 -0.122
C -0.889 6.577 -10.080 -0.132
H -0.738 4.966 -7.201 0.101
H 1.093 6.658 -6.856 0.095
H 1.571 8.367 -8.605 0.102
H 0.400 8.195 -10.680 0.096
H -1.324 6.626 -11.068 0.092
N -5.723 -4.332 4.491 0.042
C -4.882 -3.769 5.470 -0.106
C -4.419 -4.500 6.535 -0.113
C -4.785 -5.790 6.656 -0.121
C -5.546 -6.433 5.682 -0.060
C -6.084 -5.636 4.596 -0.125
H -4.677 -2.730 5.260 0.100
H -3.827 -4.019 7.300 0.103
H -4.376 -6.438 7.418 0.101
H -5.785 -7.483 5.766 0.086
H -6.702 -6.031 3.803 0.091
N 8.292 -6.701 1.468 0.028
C 9.214 -6.002 0.675 -0.124
C 8.879 -4.808 -0.005 -0.081
C 7.562 -4.351 0.101 -0.091
C 6.689 -4.978 0.982 -0.075
C 7.013 -6.223 1.568 -0.132
H 10.186 -6.470 0.627 0.086
H 9.578 -4.330 -0.676 0.092
H 7.291 -3.462 -0.450 0.104
H 5.743 -4.468 1.089 0.099
H 6.369 -6.750 2.256 0.094
N -6.562 3.396 2.420 0.052
C -5.575 4.244 1.926 -0.134
C -5.253 5.472 2.465 -0.076
C -5.956 5.835 3.639 -0.085
C -6.959 5.025 4.172 -0.089
C -7.211 3.791 3.563 -0.143
H -4.999 3.856 1.099 0.100
H -4.535 6.118 1.982 0.097
H -5.757 6.810 4.058 0.093
H -7.545 5.365 5.013 0.091
H -8.018 3.122 3.823 0.093
N -6.826 -5.581 -3.154 0.047
C -5.690 -6.262 -3.465 -0.132
C -5.605 -7.120 -4.560 -0.078
C -6.731 -7.300 -5.370 -0.090
C -7.927 -6.680 -5.014 -0.077
C -7.925 -5.828 -3.889 -0.150
H -4.830 -6.024 -2.857 0.103
H -4.672 -7.625 -4.762 0.095
H -6.754 -7.995 -6.197 0.096
H -8.827 -6.768 -5.606 0.091
H -8.772 -5.247 -3.555 0.095
N 9.237 5.064 4.246 0.046
C 9.491 3.820 3.819 -0.188
C 8.513 2.909 3.543 -0.083
C 7.134 3.226 3.762 -0.034
C 6.830 4.528 4.287 -0.065
C 7.912 5.385 4.438 -0.154
H 10.530 3.533 3.879 0.099
H 8.807 1.938 3.170 0.095
H 6.374 2.502 3.506 0.096
H 5.870 4.954 4.539 0.095
H 7.765 6.384 4.821 0.092
C 4.851 0.965 -5.523 -0.978
Cl 5.349 2.572 -6.154 0.460
Cl 5.850 -0.407 -6.146 0.459
H 4.942 1.021 -4.438 0.025
H 3.787 0.812 -5.700 0.033
C -0.071 2.565 5.882 -1.024
Cl -0.441 1.762 7.398 0.490
Cl -0.014 4.328 6.129 0.472
H 0.885 2.120 5.607 0.027
H -0.815 2.382 5.107 0.035
```

---

Computed, not measured: a structure of composition C32H34DyN2OP2 at a distorted geometry, with ωB97M-V with the def2-TZVPD basis set.

Summary:
* ΔE to the lowest compared entry with this formula, charge and spin: 0.000 eV
* multiplicity: 6
* DFT total energy: -81420.4984 eV
* HOMO energy (alpha / beta): -9.3 / -9.3 eV
* frontier orbital gap (alpha / beta): 6.12 / 6.30 eV
* LUMO (alpha / beta): -3.2 / -3.0 eV
* charge: +1

XYZ file:
```
72
Properties=species:S:1:pos:R:3:lowdin_spin:R:1
C 4.018 -1.048 1.111 0.000
C 3.091 -0.458 0.254 0.002
C 2.377 -1.305 -0.633 -0.002
C 2.696 -2.650 -0.757 0.002
C 3.642 -3.220 0.095 0.000
C 4.287 -2.419 1.039 0.003
C 1.829 -3.497 -1.681 0.000
C 1.262 -2.685 -2.841 0.001
C 0.998 -1.339 -2.612 -0.003
C 0.382 -0.537 -3.613 0.001
C -0.053 -1.167 -4.776 0.000
C 0.162 -2.534 -4.979 0.001
C 0.827 -3.295 -4.018 0.000
H 4.546 -0.424 1.837 0.000
H 3.855 -4.289 0.005 0.000
H 5.017 -2.864 1.714 0.000
H 2.436 -4.311 -2.093 0.000
H -0.564 -0.573 -5.537 0.000
H -0.186 -3.005 -5.897 0.000
H 1.013 -4.365 -4.157 0.000
N 1.238 -0.819 -1.313 -0.009
Dy -0.448 -0.331 -0.256 5.058
C 2.827 1.036 0.258 0.001
H 2.818 1.437 -0.770 0.000
H 3.598 1.554 0.844 0.000
C 0.189 0.957 -3.403 0.003
H 1.103 1.414 -2.990 0.000
H -0.061 1.446 -4.355 0.000
P 1.185 1.492 1.011 -0.010
P -1.211 1.376 -2.238 -0.014
C -2.659 1.010 -3.274 -0.001
H -3.560 1.011 -2.649 0.000
H -2.757 1.774 -4.056 0.000
H -2.558 0.019 -3.734 0.000
C -1.211 3.192 -2.204 -0.003
H -1.567 3.585 -3.167 -0.001
H -1.889 3.518 -1.405 0.000
H -0.204 3.574 -1.990 0.000
C 1.591 1.268 2.776 -0.001
H 2.206 2.107 3.128 0.000
H 0.667 1.222 3.363 0.000
H 2.128 0.324 2.929 0.000
C 1.159 3.306 0.867 -0.001
H 0.127 3.644 1.033 0.000
H 1.813 3.757 1.627 0.000
H 1.476 3.622 -0.136 0.000
C 0.707 -4.007 -0.902 0.000
O -0.149 -3.354 -0.317 -0.006
H 0.919 -5.076 -1.043 0.000
C -0.179 -1.279 5.335 0.000
C 0.222 -1.930 4.159 0.000
C -0.430 -1.675 2.960 -0.001
C -1.438 -0.665 2.916 0.000
C -1.926 -0.121 4.123 0.000
C -1.267 -0.397 5.318 0.000
N -1.849 -0.222 1.676 -0.016
C -2.718 0.869 1.474 -0.002
C -3.624 0.766 0.386 -0.001
C -4.319 1.888 -0.052 0.000
C -4.125 3.124 0.578 0.000
C -3.252 3.230 1.666 0.000
C -2.580 2.105 2.143 0.000
H 0.343 -1.480 6.271 0.000
H 1.043 -2.650 4.178 0.000
H -0.178 -2.227 2.044 -0.001
H -2.785 0.550 4.099 0.000
H -1.612 0.079 6.237 0.000
H -3.750 -0.212 -0.093 0.000
H -5.013 1.801 -0.889 0.000
H -4.667 4.003 0.224 0.000
H -3.102 4.193 2.156 0.000
H -1.907 2.177 3.000 0.000
```